The following is a quantum chemistry calculation of a molecular structure, C4H11N3O in a non-equilibrium geometry, from the OMol25 dataset.

Structure (ORCA input):
```
! wB97M-V def2-TZVPD RIJCOSX def2/J DEFGRID3
* xyz 0 1
C -0.678 0.615 1.366
C -1.792 0.405 -0.916
C 0.812 1.487 -0.756
N -0.670 0.821 -0.093
C 0.028 -0.597 0.876
N 1.813 -1.796 0.158
O -0.644 -1.780 0.929
N 1.375 -0.593 0.717
H 0.046 -2.442 0.724
H 2.797 -1.915 0.391
H 1.773 -1.761 -0.867
H -0.050 1.318 1.911
H -1.670 0.421 1.775
H -2.340 1.282 -1.276
H -2.499 -0.242 -0.387
H -1.420 -0.165 -1.772
H 0.343 2.217 -1.415
H 1.438 1.986 -0.022
H 1.338 0.738 -1.343
*
```

Properties
Energy above the lowest of the compared OMol25 structures with the same formula, charge and spin   123.05 kcal per mole
HOMO-LUMO gap   0.287 hartree
HOMO level   -6.97 eV
Strongest force on any atom   4.96 eV/A
E_tot   -10839.8754 eV

The following is a quantum chemistry calculation of a single CH2OS2 molecule in a non-equilibrium geometry, from the OMol25 dataset.

Structure (ORCA input):
```
! wB97M-V def2-TZVPD RIJCOSX def2/J DEFGRID3
* xyz 0 1
O -0.627 -1.147 -0.637
C -0.226 -0.294 0.275
S -0.293 -0.667 1.896
S 0.505 1.055 -0.518
H -0.222 -0.953 -1.491
H 0.865 2.006 0.475
*
```

Properties
Energy above the lowest of the compared OMol25 structures with the same formula, charge and spin   17.49 kcal per mole
HOMO-LUMO gap   0.331 hartree
HOMO level   -8.91 eV
Strongest force on any atom   2.99 eV/A
E_tot   -24786.5173 eV
SMILES string   OC(=S)S

The following is a quantum chemistry calculation of 2 unconnected molecules or ions with the total composition C10H11Cl2O2P in a non-equilibrium geometry, from the OMol25 dataset.

Structure (ORCA input):
```
! wB97M-V def2-TZVPD RIJCOSX def2/J DEFGRID3
* xyz 0 1
O -0.255 0.123 -1.711
P -0.042 -0.168 -0.061
Cl 0.439 1.812 0.479
C 1.582 -0.918 -0.127
C 1.808 -1.957 0.720
C 3.065 -2.334 0.961
C 4.140 -1.937 0.207
C 3.886 -0.962 -0.773
C 2.651 -0.331 -0.829
H -1.154 0.397 -1.759
H 1.147 -2.307 1.417
H 3.053 -3.121 1.714
H 5.167 -2.432 0.430
H 4.790 -0.560 -1.240
H 2.565 0.714 -1.217
C -2.988 2.775 -0.396
C -2.729 1.880 0.796
C -2.771 0.563 0.821
C -3.217 -0.379 -0.232
O -3.529 -0.207 -1.367
Cl -3.569 -1.992 0.528
H -1.970 3.163 -0.575
H -3.731 3.500 -0.191
H -3.440 2.227 -1.153
H -2.352 2.303 1.752
H -2.546 0.147 1.806
*
```

Properties
HOMO-LUMO gap   0.343 hartree
HOMO level   -9.41 eV
Strongest force on any atom   3.27 eV/A
E_tot   -48976.6781 eV
SMILES string   OP(Cl)c1ccccc1.C/C=C\C(=O)Cl

The following is a quantum chemistry calculation of a single CH3Cl2P molecule in a non-equilibrium geometry, from the OMol25 dataset.

Structure (ORCA input):
```
! wB97M-V def2-TZVPD RIJCOSX def2/J DEFGRID3
* xyz 0 1
Cl 1.977 0.583 0.021
C 0.430 -0.041 0.430
P -0.878 1.302 0.046
Cl -2.445 0.068 0.046
H 0.086 -1.114 0.027
H 0.219 -0.154 1.449
H -0.711 1.381 -1.444
*
```

Properties
Energy above the lowest of the compared OMol25 structures with the same formula, charge and spin   34.50 kcal per mole
HOMO-LUMO gap   0.382 hartree
HOMO level   -9.61 eV
Strongest force on any atom   4.02 eV/A
E_tot   -35419.0396 eV
SMILES string   ClCPCl

The following is a quantum chemistry calculation of 8 unconnected molecules or ions with the total composition C38H63ClN8O13 in a non-equilibrium geometry, from the OMol25 dataset.

Structure (ORCA input):
```
! wB97M-V def2-TZVPD RIJCOSX def2/J DEFGRID3
* xyz 0 1
H -3.465 -2.217 6.187
N -2.862 -2.557 5.436
C -3.239 -3.716 5.090
C -2.460 -4.386 3.949
C -2.009 -3.320 2.974
C -0.675 -3.007 2.928
C -0.146 -2.071 2.069
C 1.369 -1.889 2.137
O 1.967 -3.192 2.230
C 2.918 -3.310 3.220
C 2.640 -2.958 4.675
O 3.999 -3.754 2.911
C -0.985 -1.371 1.220
C -0.445 -0.304 0.290
C -0.420 1.066 0.976
O -1.210 1.939 0.752
O 0.632 1.252 1.857
C -2.337 -1.676 1.248
C -2.849 -2.647 2.096
C -4.315 -2.977 2.070
O -4.779 -4.018 2.492
C -5.270 -1.982 1.446
Cl -6.956 -2.112 1.798
C -4.768 -1.054 0.653
C -3.310 -0.982 0.328
O -2.998 -0.385 -0.679
H -4.099 -4.209 5.555
H -3.062 -5.126 3.423
H -1.604 -4.900 4.399
H -0.005 -3.537 3.595
H 1.610 -1.242 2.985
H 1.783 -1.422 1.242
H 1.917 -3.619 5.157
H 3.593 -3.048 5.195
H 2.334 -1.913 4.782
H -0.944 -0.252 -0.671
H 0.606 -0.534 0.081
H 0.463 0.736 2.656
H -5.422 -0.325 0.176
C -9.110 2.249 2.605
N -7.784 2.191 2.023
C -6.629 2.466 2.862
C -7.584 1.889 0.729
O -6.494 1.822 0.187
H -9.293 3.251 2.999
H -9.185 1.524 3.418
H -9.866 2.020 1.856
H -6.076 3.314 2.456
H -5.969 1.597 2.872
H -6.951 2.692 3.875
H -8.520 1.696 0.179
C 6.470 -3.653 0.649
N 7.298 -2.633 1.272
C 8.645 -2.421 0.772
C 6.858 -1.880 2.294
O 7.504 -1.010 2.857
H 6.959 -4.625 0.747
H 6.345 -3.415 -0.410
H 5.493 -3.696 1.125
H 9.365 -2.591 1.575
H 8.747 -1.392 0.427
H 8.847 -3.101 -0.051
H 5.829 -2.118 2.599
C -2.683 3.963 -1.289
N -1.888 4.604 -2.321
C -2.560 5.272 -3.422
C -0.543 4.598 -2.289
O 0.179 5.114 -3.122
H -3.305 3.188 -1.741
H -3.324 4.705 -0.807
H -2.039 3.507 -0.539
H -2.258 4.816 -4.367
H -2.275 6.325 -3.443
H -3.639 5.189 -3.306
H -0.136 4.066 -1.412
C 7.794 3.210 3.105
N 6.577 2.755 3.743
C 5.657 3.736 4.292
C 6.272 1.442 3.840
O 5.259 1.005 4.366
H 8.396 3.775 3.822
H 7.547 3.856 2.259
H 8.374 2.362 2.747
H 5.527 3.558 5.361
H 4.684 3.638 3.808
H 6.042 4.740 4.135
H 7.029 0.781 3.395
C -4.175 1.493 -3.556
N -4.728 2.559 -4.368
C -4.095 2.882 -5.635
C -5.812 3.262 -3.985
O -6.318 4.166 -4.623
H -3.142 1.739 -3.295
H -4.194 0.560 -4.121
H -4.752 1.369 -2.640
H -3.767 3.923 -5.627
H -4.812 2.754 -6.446
H -3.241 2.229 -5.800
H -6.213 2.937 -3.010
C 4.371 -0.103 -3.309
N 5.308 -1.196 -3.138
C 4.956 -2.515 -3.635
C 6.500 -1.029 -2.532
O 7.322 -1.908 -2.362
H 3.432 -0.342 -2.803
H 4.176 0.051 -4.372
H 4.774 0.816 -2.887
H 4.955 -3.229 -2.811
H 5.694 -2.839 -4.370
H 3.971 -2.488 -4.095
H 6.672 0.006 -2.191
C 0.245 -2.013 -5.814
N -1.066 -1.511 -5.455
C -1.386 -1.307 -4.051
C -2.003 -1.226 -6.381
O -3.115 -0.804 -6.133
H 0.402 -2.992 -5.354
H 1.012 -1.322 -5.458
H 0.332 -2.113 -6.894
H -2.247 -1.917 -3.778
H -1.640 -0.260 -3.881
H -0.534 -1.580 -3.432
H -1.665 -1.414 -7.414
*
```

Properties
HOMO-LUMO gap   0.266 hartree
HOMO level   -8.80 eV
Strongest force on any atom   1.48 eV/A
E_tot   -91487.9286 eV
SMILES string   [H]/N=C/Cc1cc(COC(C)=O)c(CC(=O)O)c2c1C(=O)C(Cl)=CC2=O.CN(C)C=O.CN(C)C=O.CN(C)C=O.CN(C)C=O.CN(C)C=O.CN(C)C=O.CN(C)C=O

The following is a quantum chemistry calculation of 3 unconnected molecules or ions with the total composition C6H8SSi in a non-equilibrium geometry, from the OMol25 dataset.

Structure (ORCA input):
```
! wB97M-V def2-TZVPD RIJCOSX def2/J DEFGRID3
* xyz 0 1
C 2.382 1.020 0.993
C 2.216 0.796 -0.413
C 1.315 0.932 1.836
C 0.902 0.590 -0.894
C 0.043 0.624 1.381
C -0.192 0.416 -0.027
Si -1.970 0.617 -0.660
S -3.319 0.499 0.808
H 3.432 1.218 1.332
H 3.022 0.885 -1.118
H 1.299 0.837 2.935
H 0.777 0.447 -1.921
H -0.838 0.434 2.078
H -1.912 4.690 -0.127
H -2.250 0.623 -2.011
H -1.183 4.918 -0.600
*
```

Properties
Energy above the lowest of the compared OMol25 structures with the same formula, charge and spin   0.39 kcal per mole
HOMO-LUMO gap   0.297 hartree
HOMO level   -8.86 eV
Strongest force on any atom   4.62 eV/A
E_tot   -25062.7805 eV

Among the records above, which one has the lowest strongest force on any atom? C38H63ClN8O13

Number 6 is which compound? C6H8SSi

Which value of strongest force on any atom does entry 2 give? 2.99 eV/A